107
Properties=species:S:1:pos:R:3:forces:R:3:mulliken_charge:R:1 method="wB97M-V/def2-TZVPD" orbital_gap_ev=8.39 mol_weight_g_mol=732.23 total_energy_ha=-3280.51217 smiles="C#C[C@@H](CN)O[C@@H](CCCCl)CCOCCOc1ccc(C(C)(C)CC(C)(C)C)cc1.COP(=O)(OC)OC.COP(=O)(OC)OC"
C -0.84805 3.46059 1.66603 -0.08 -0.04 0.46 0.32
C -1.85643 2.85383 1.43305 -0.01 -0.38 -0.18 -1.68
C -3.04346 1.99435 1.19094 0.61 0.61 0.61 1.65
C -3.11830 0.89710 2.26734 0.43 0.47 -0.24 -0.91
N -1.85885 0.15615 2.45265 -0.44 -0.39 -0.46 -0.57
O -4.20415 2.79912 1.37204 -0.16 -0.32 -0.45 -0.50
C -5.02387 3.00870 0.23646 -0.39 0.31 -0.76 0.10
C -4.29246 3.73598 -0.90534 0.10 0.25 0.61 -0.75
C -5.27334 4.38321 -1.87786 -0.12 0.35 0.18 -0.83
C -4.59821 5.32694 -2.88432 -0.26 -0.07 0.23 -0.53
Cl -4.77070 4.77651 -4.57978 0.17 -0.04 0.07 -0.23
C -5.82734 1.76717 -0.21576 0.72 -0.13 0.83 -1.45
C -5.16491 0.83730 -1.22071 -0.73 -0.36 -0.48 -0.49
O -4.63392 -0.34017 -0.61647 0.15 0.25 -0.03 -0.26
C -4.18005 -1.19393 -1.64152 0.00 -0.40 -0.31 -0.57
C -3.46102 -2.41210 -1.05996 -0.63 -0.25 0.04 -0.50
O -2.32441 -2.78263 -1.82488 0.15 0.65 0.33 -0.52
C -1.34018 -1.81237 -1.83408 0.56 0.16 -0.55 -0.17
C -0.44420 -1.82295 -2.90291 0.08 -0.22 -0.25 -1.42
C 0.54560 -0.86712 -3.01246 0.20 0.22 0.17 -0.09
C 0.71855 0.15748 -2.06819 -0.18 -0.02 0.41 -0.46
C 1.85574 1.20459 -2.22209 -1.25 -1.21 -0.38 3.61
C 3.15443 0.35450 -2.16359 0.38 1.36 -0.45 -2.08
C 1.63917 1.83459 -3.63041 0.39 0.52 0.21 -1.60
C 1.77042 2.21974 -1.06997 0.77 0.16 -0.18 -2.49
C 2.56458 3.55140 -1.17517 0.12 0.57 0.71 2.55
C 1.70216 4.73823 -1.68151 0.36 -0.44 0.29 -1.81
C 2.94249 3.92149 0.28713 0.01 -0.53 0.02 -1.69
C 3.88673 3.50091 -1.94511 -0.03 0.49 -0.09 -2.09
C -0.15966 0.12916 -0.99690 -0.07 -0.03 0.19 -0.78
C -1.16839 -0.82536 -0.87968 -0.51 -0.31 0.08 1.55
H -0.01295 3.95186 2.10911 0.05 0.11 -0.32 0.62
H -2.91563 1.58489 0.18360 -0.44 -0.17 0.02 -0.26
H -3.33991 1.43740 3.19034 -0.26 -0.17 -0.01 0.46
H -3.95300 0.25553 1.97817 0.00 -0.04 0.19 0.26
H -2.06141 -0.82975 2.32607 0.17 -0.04 0.21 0.24
H -1.20017 0.37403 1.71244 0.11 0.19 0.17 0.22
H -5.77216 3.73513 0.56990 0.09 -0.12 0.32 0.57
H -3.74999 4.54965 -0.40867 0.10 -0.07 -0.10 0.61
H -3.53067 3.11886 -1.38775 -0.14 -0.02 -0.16 0.16
H -5.93998 3.67189 -2.36939 0.24 -0.06 -0.15 0.47
H -5.93579 5.01594 -1.27483 -0.03 -0.13 0.02 0.29
H -5.05805 6.31129 -2.83748 0.03 -0.02 -0.13 0.35
H -3.54121 5.44445 -2.65226 0.03 -0.11 -0.22 0.34
H -6.01057 1.18363 0.69387 -0.09 0.00 -0.09 0.44
H -6.81450 2.08942 -0.54775 0.13 0.01 -0.28 0.53
H -4.37409 1.29711 -1.82389 -0.04 0.19 0.12 0.40
H -5.93571 0.50953 -1.93503 0.09 0.05 -0.03 0.52
H -3.52733 -0.66440 -2.34841 0.14 0.03 0.24 0.40
H -5.02067 -1.55620 -2.25189 -0.11 0.18 0.14 0.33
H -4.14188 -3.26312 -1.10322 0.21 -0.11 -0.01 0.53
H -3.23278 -2.25759 -0.00064 0.12 0.14 -0.08 0.03
H -0.51118 -2.58796 -3.66855 -0.17 -0.01 0.08 0.49
H 1.22288 -0.91428 -3.85902 -0.10 -0.05 -0.02 0.57
H 3.04394 -0.61182 -2.64855 -0.05 -0.09 0.25 0.46
H 3.51757 0.29050 -1.13759 -0.06 -0.44 -0.04 0.44
H 3.91436 0.89396 -2.73649 0.17 -0.16 0.16 0.29
H 1.35970 2.88621 -3.55059 -0.09 -0.09 0.06 0.24
H 0.84773 1.34658 -4.19409 0.12 -0.07 -0.04 0.40
H 2.56423 1.82513 -4.21183 -0.10 -0.14 -0.07 0.32
H 2.14399 1.70876 -0.17453 -0.09 -0.07 -0.06 0.57
H 0.73995 2.49832 -0.83750 -0.01 -0.03 -0.23 0.30
H 2.15504 5.65703 -1.30320 -0.05 0.08 -0.25 0.51
H 0.70831 4.66508 -1.23272 -0.08 0.09 -0.27 0.34
H 1.65964 4.80127 -2.76909 -0.23 -0.03 0.03 0.40
H 3.17186 4.98137 0.40180 0.01 -0.03 -0.02 0.44
H 2.14219 3.64186 0.97901 -0.04 0.24 -0.05 0.19
H 3.81992 3.34591 0.59985 -0.05 0.03 0.00 0.42
H 3.75813 3.43136 -3.02726 -0.03 -0.27 0.06 0.25
H 4.39761 4.45745 -1.78184 0.02 -0.08 0.03 0.54
H 4.55406 2.72167 -1.57747 -0.07 -0.07 -0.10 0.35
H -0.09052 0.85418 -0.19575 0.04 0.04 -0.07 -0.09
H -1.84632 -0.78869 -0.03667 0.08 0.17 0.00 -0.25
C 7.28973 -3.93871 2.50920 0.30 0.01 -0.01 -0.73
O 6.69710 -2.65720 2.78786 -2.02 -1.84 -1.27 -0.28
P 6.00820 -1.87503 1.51388 2.08 6.03 0.31 0.66
O 7.18112 -1.36119 0.76221 -0.26 -1.10 -0.13 -0.66
O 5.27472 -0.76623 2.42761 -0.15 -0.59 0.11 -0.17
C 5.60939 -0.49861 3.78517 0.02 0.17 0.07 -0.67
O 4.79328 -1.78375 0.40650 0.07 -2.77 1.10 0.05
C 4.20622 -3.03558 -0.00693 -0.05 0.03 -0.07 -0.74
H 7.66945 -4.33710 3.44635 -0.05 0.08 0.04 0.24
H 6.55108 -4.63124 2.10447 0.02 -0.05 0.06 0.29
H 8.11453 -3.82452 1.80473 -0.04 0.05 -0.02 0.32
H 6.64308 -0.16284 3.87408 0.03 -0.09 0.01 0.32
H 5.43922 -1.37356 4.40828 0.07 -0.02 0.00 0.28
H 4.95100 0.29807 4.12628 -0.03 0.02 -0.14 0.22
H 3.74822 -3.54981 0.84132 -0.08 0.03 -0.04 0.39
H 4.96216 -3.68017 -0.46373 -0.04 0.02 -0.06 0.35
H 3.43520 -2.81674 -0.74110 0.03 0.09 0.01 0.15
C -0.80628 -3.80283 0.71192 0.19 0.21 0.14 -0.64
O -0.07075 -4.84293 1.39087 -2.86 -0.10 0.73 -0.35
P -0.12281 -4.83389 3.03318 5.84 -0.60 1.92 0.87
O 0.78523 -3.71465 3.38620 -0.93 0.18 -0.33 -0.59
O 0.51974 -6.30848 3.18688 -0.53 0.05 -0.30 -0.31
C 1.21059 -6.98970 2.14624 0.15 -0.08 0.05 -0.51
O -0.98769 -5.05005 4.41817 -1.85 0.25 -2.28 -0.34
C -2.40140 -4.77630 4.37353 0.03 0.05 0.06 -0.66
H -0.71262 -3.94588 -0.35869 0.09 -0.20 0.05 0.21
H -1.86183 -3.85222 0.98450 -0.03 0.00 -0.12 0.34
H -0.40243 -2.82543 0.97927 0.05 -0.04 0.05 0.40
H 2.09178 -6.43034 1.83003 -0.04 0.04 -0.07 0.18
H 0.55545 -7.17451 1.29782 0.04 0.07 -0.06 0.26
H 1.53070 -7.94930 2.54836 -0.02 0.06 0.12 0.27
H -2.90468 -5.43298 3.65998 -0.03 -0.01 0.05 0.33
H -2.58149 -3.73224 4.10453 -0.03 -0.01 0.05 0.27
H -2.80779 -4.95991 5.36384 0.09 -0.01 0.03 0.25